No. 1
Below is a 2-piece molecular cluster, C9H14 overall in a non-equilibrium geometry, with properties calculated with ωB97M-V/def2-TZVPD.

Calculated values
HOMO (alpha / beta)	-0.52409 / -0.52413	Ha
LUMO level (alpha / beta)	-4.45 / -8.05	eV
energy relative to the best compared isomer or geometry (same formula, charge and spin)	222.7	kJ/mol
HOMO-LUMO gap (alpha / beta)	9.81 / 6.21	eV

```
! RIJCOSX wB97M-V def2-TZVPD def2/J DEFGRID3
* xyz 1 2
C -0.963 -1.568 -1.820
C -1.681 1.944 0.301
C -2.735 1.147 -0.043
C -0.311 1.648 -0.090
C -2.541 -0.019 -0.812
C -0.044 0.466 -0.673
C -1.154 -0.302 -1.162
H -1.944 2.931 0.948
H -3.780 1.495 0.281
H 0.405 2.348 0.070
H -3.190 -0.747 -1.269
H 1.030 0.295 -0.833
H 0.090 -1.943 -1.738
H -1.288 -1.425 -2.944
H -1.383 -2.297 -1.113
C 2.512 -0.509 2.146
C 2.352 -0.558 0.697
H 2.934 -1.355 2.577
H 3.011 0.369 2.449
H 1.429 -0.392 2.386
H 2.376 0.528 0.249
H 1.587 -1.104 0.149
H 3.288 -0.950 0.244
*
```

No. 2
Below is C9H14AuN2P as an isolated structure in a non-equilibrium geometry, with properties calculated with ωB97M-V/def2-TZVPD.

Calculated values
HOMO (alpha / beta)	-0.08091 / -0.29293	Ha
LUMO level (alpha / beta)	0.73 / -0.77	eV
energy relative to the best compared isomer or geometry (same formula, charge and spin)	267.8	kJ/mol
HOMO-LUMO gap (alpha / beta)	2.93 / 7.20	eV

```
! RIJCOSX wB97M-V def2-TZVPD def2/J DEFGRID3
* xyz 0 3
C 1.076 -0.044 -1.977
C -0.358 0.078 -2.303
C -0.810 1.374 -1.812
C 0.350 1.985 -1.247
C 1.431 1.054 -1.216
Au -0.570 0.087 -0.240
P -0.270 -2.264 0.436
H 1.691 -0.859 -2.245
H -1.084 -0.451 -2.868
H -1.791 1.776 -1.837
H 2.292 1.244 -0.603
H 0.322 3.051 -1.078
H 0.977 -2.652 1.004
H -0.416 -3.218 -0.602
H -1.241 -2.642 1.396
C 0.231 3.156 4.339
N 0.215 1.967 3.505
C 0.586 0.680 3.881
C 0.435 -0.121 2.800
N -0.101 0.650 1.781
C -0.149 1.925 2.208
H -0.531 3.117 5.129
H 1.201 3.282 4.832
H 0.034 4.022 3.703
H 0.946 0.452 4.863
H 0.675 -1.172 2.663
H -0.447 2.810 1.640
*
```

No. 3
Below is a 3-piece molecular cluster, C9H14BBr6ClFNO2 overall in a non-equilibrium geometry, with properties calculated with ωB97M-V/def2-TZVPD.

Calculated values
HOMO	-0.36177	Ha
LUMO level	-0.22	eV
energy relative to the best compared isomer or geometry (same formula, charge and spin)	0.0	kJ/mol
SMILES string	C[C@@H](Br)[C@H](Br)B(Cl)C(=O)NC(=O)F.BrCCBr.BrCCBr
HOMO-LUMO gap	9.62	eV

```
! RIJCOSX wB97M-V def2-TZVPD def2/J DEFGRID3
* xyz 0 1
C -0.158 -3.774 1.687
C 0.580 -2.907 0.694
Br -0.698 -1.760 -0.236
C 1.646 -2.078 1.402
Br 0.890 -0.762 2.627
B 2.678 -1.457 0.409
Cl 3.719 -2.549 -0.504
C 2.911 0.083 0.150
O 3.447 0.771 0.990
N 2.464 0.636 -1.107
C 3.499 0.581 -2.094
O 4.633 0.966 -1.977
F 3.044 0.044 -3.219
H -0.568 -3.189 2.490
H -0.926 -4.349 1.193
H 0.540 -4.481 2.124
H 1.068 -3.565 -0.007
H 2.182 -2.768 2.041
H 2.289 1.628 -0.958
Br 2.056 4.366 -2.620
C 0.509 3.506 -3.429
C -0.699 3.570 -2.532
Br -0.535 2.313 -1.059
H 0.804 2.486 -3.651
H 0.326 4.040 -4.358
H -1.591 3.273 -3.079
H -0.851 4.550 -2.094
Br -2.488 1.560 1.834
C -4.206 0.673 1.627
C -4.418 -0.387 2.673
Br -3.372 -1.982 2.291
H -4.232 0.273 0.619
H -4.952 1.458 1.725
H -5.456 -0.712 2.681
H -4.134 -0.057 3.666
*
```

No. 4
Below is one molecule with the formula C9H14BNO4 in a non-equilibrium geometry, with properties calculated with ωB97M-V/def2-TZVPD.

Calculated values
HOMO (alpha / beta)	-0.27597 / -0.27599	Ha
LUMO level (alpha / beta)	0.12 / 0.12	eV
energy relative to the best compared isomer or geometry (same formula, charge and spin)	324.1	kJ/mol
HOMO-LUMO gap (alpha / beta)	7.63 / 7.63	eV

```
! RIJCOSX wB97M-V def2-TZVPD def2/J DEFGRID3
* xyz 0 1
B 2.862 -2.416 2.379
C -0.121 -2.060 -0.563
C 0.705 -1.067 -0.133
C 0.008 -3.406 0.035
C 0.515 0.375 -0.424
C 1.717 -2.906 1.524
C -2.572 1.440 -1.896
C -1.784 1.857 0.480
C -0.551 3.000 -1.676
C -1.337 1.808 -1.021
N 0.932 -3.596 0.967
O 1.253 1.265 0.028
O 2.883 -1.049 2.473
O 3.832 -3.112 2.935
O -0.520 0.564 -1.154
H -1.055 -1.850 -1.082
H 1.391 -1.077 0.657
H -0.609 -4.301 -0.296
H -2.264 1.414 -2.936
H -2.908 0.442 -1.546
H -3.354 2.104 -1.700
H -1.136 2.271 1.234
H -1.955 0.884 0.859
H -2.711 2.349 0.718
H -0.376 2.938 -2.752
H -1.218 3.866 -1.657
H 0.416 3.438 -1.327
H 3.656 -0.561 2.274
H 4.300 -2.617 3.599
*
```

No. 5
Below is C9H14BrF12NO13S4V as an isolated structure in a non-equilibrium geometry, with properties calculated with ωB97M-V/def2-TZVPD.

Calculated values
HOMO (alpha / beta)	-0.05554 / -0.08730	Ha
LUMO level (alpha / beta)	2.93 / 2.93	eV
energy relative to the best compared isomer or geometry (same formula, charge and spin)	312.5	kJ/mol
HOMO-LUMO gap (alpha / beta)	4.44 / 5.31	eV

```
! RIJCOSX wB97M-V def2-TZVPD def2/J DEFGRID3
* xyz -2 4
V -0.551 -0.566 -2.011
Br -1.269 -1.211 -4.576
C -0.021 0.945 3.156
N 1.439 0.236 3.161
C 2.378 0.919 4.212
C 1.144 -1.191 3.683
C 2.156 0.232 1.754
C 1.277 0.738 0.574
O 0.160 -0.087 0.258
H -0.676 0.486 2.415
H 0.105 2.005 2.933
H -0.387 0.698 4.153
H 3.322 0.375 4.265
H 1.962 0.938 5.219
H 2.669 1.911 3.867
H 2.147 -1.603 3.788
H 0.490 -1.736 3.002
H 0.751 -1.192 4.700
H 2.453 -0.807 1.614
H 3.092 0.786 1.684
H 1.909 0.659 -0.311
H 1.105 1.805 0.714
H -0.350 -0.418 1.000
C -2.911 3.112 -0.320
F -1.764 2.881 0.386
F -3.900 3.364 0.469
F -2.680 4.192 -1.032
S -3.404 1.521 -1.390
O -3.798 2.071 -2.652
O -2.288 0.545 -1.387
O -4.535 0.958 -0.645
C 2.188 -3.967 -2.901
F 1.862 -3.842 -4.180
F 1.168 -4.501 -2.192
F 3.183 -4.798 -2.827
S 2.670 -2.212 -2.278
O 3.638 -1.676 -3.167
O 1.361 -1.494 -2.193
O 3.248 -2.472 -0.950
C -3.559 -2.753 0.635
F -3.903 -3.101 1.868
F -4.042 -3.723 -0.122
F -4.078 -1.606 0.237
S -1.647 -2.607 0.499
O -1.228 -1.659 1.559
O -1.028 -3.919 0.839
O -1.343 -2.076 -0.865
C -0.294 3.247 -4.100
F 0.257 2.736 -5.159
F -0.298 4.556 -4.231
F -1.512 2.691 -3.914
S 0.701 2.765 -2.574
O 2.108 2.792 -2.944
O 0.278 3.669 -1.469
O 0.250 1.381 -2.253
*
```

No. 6
Below is an isolated ion of composition C9H14BrN3O3P and charge +1, with properties calculated with ωB97M-V/def2-TZVPD.

Calculated values
HOMO	-0.48590	Ha
LUMO level	-4.35	eV
energy relative to the best compared isomer or geometry (same formula, charge and spin)	0.0	kJ/mol
SMILES string	C[C@H](O)COc1cn[nH+]c([PH2]=N)c1CC(=O)Br
HOMO-LUMO gap	8.87	eV

```
! RIJCOSX wB97M-V def2-TZVPD def2/J DEFGRID3
* xyz 1 1
C -1.595 -2.540 -0.410
C -2.028 -2.030 0.966
O -2.698 -0.775 0.828
C -0.880 -1.886 1.943
O 0.238 -1.180 1.362
C 0.182 0.097 1.047
C -0.705 1.017 1.662
N -0.740 2.278 1.332
N 0.102 2.663 0.389
C 0.995 1.899 -0.238
P 1.944 2.911 -1.452
N 1.136 4.218 -1.654
C 1.062 0.550 0.068
C 2.007 -0.406 -0.596
C 1.456 -1.194 -1.774
O 1.848 -2.255 -2.105
Br -0.013 -0.350 -2.716
H -0.516 -2.643 -0.501
H -1.964 -1.864 -1.180
H -2.026 -3.519 -0.610
H -2.698 -2.765 1.423
H -3.522 -0.783 1.323
H -0.482 -2.862 2.212
H -1.198 -1.396 2.862
H -1.410 0.709 2.416
H 0.017 3.638 0.083
H 2.230 2.042 -2.504
H 3.154 3.038 -0.756
H 0.860 4.437 -2.602
H 2.911 0.104 -0.939
H 2.333 -1.153 0.125
*
```

No. 7
Below is one molecule with the formula C9H14ClNSi in a non-equilibrium geometry, with properties calculated with ωB97M-V/def2-TZVPD.

Calculated values
HOMO	-0.32536	Ha
LUMO level	0.76	eV
energy relative to the best compared isomer or geometry (same formula, charge and spin)	2.1	kJ/mol
SMILES string	CN(C)[Si@@](C)(Cl)c1ccccc1
HOMO-LUMO gap	9.61	eV

```
! RIJCOSX wB97M-V def2-TZVPD def2/J DEFGRID3
* xyz 0 1
C -3.053 0.545 1.508
N -1.976 -0.123 0.744
C -1.473 -1.192 1.483
Si -0.961 0.728 -0.309
C -1.025 -0.199 -1.993
Cl -1.484 2.726 -0.178
C 1.161 0.791 0.084
C 1.729 1.505 1.227
C 3.148 1.429 1.397
C 3.938 0.745 0.507
C 3.399 0.017 -0.537
C 2.039 0.131 -0.760
H -3.831 -0.121 1.645
H -2.710 0.799 2.511
H -3.243 1.491 0.888
H -1.237 -0.940 2.513
H -2.210 -2.012 1.562
H -0.642 -1.628 1.034
H -2.126 -0.210 -2.340
H -0.539 0.449 -2.823
H -0.488 -1.055 -2.031
H 1.123 2.065 2.018
H 3.636 2.039 2.180
H 4.987 0.675 0.786
H 3.997 -0.661 -1.134
H 1.512 -0.404 -1.558
*
```

No. 8
Below is C9H14INO4Pd as an isolated structure in a non-equilibrium geometry, with properties calculated with ωB97M-V/def2-TZVPD.

Calculated values
HOMO	-0.57168	Ha
LUMO level	-12.92	eV
energy relative to the best compared isomer or geometry (same formula, charge and spin)	680.9	kJ/mol
HOMO-LUMO gap	2.64	eV

```
! RIJCOSX wB97M-V def2-TZVPD def2/J DEFGRID3
* xyz 2 1
C -4.713 -1.332 -1.965
C -3.437 -1.104 -2.563
C -1.797 -0.873 -2.710
N -1.155 -0.216 -1.519
C 0.159 0.447 -1.808
O 1.039 0.683 -0.659
C 0.955 2.054 -0.141
C 0.357 1.920 1.414
O 1.463 2.086 2.395
C 2.263 0.848 2.490
C 1.546 -0.361 3.348
C -1.194 -1.032 -0.262
O -2.345 -0.954 0.465
O -0.165 -1.927 0.280
I 0.381 -3.382 -1.000
H -5.852 -1.490 -1.647
H -1.321 -1.882 -3.060
H -1.678 -0.119 -3.623
H -0.087 1.432 -2.435
H 0.759 -0.244 -2.575
H 2.079 2.430 -0.005
H 0.343 2.804 -0.799
H -0.199 0.874 1.557
H -0.436 2.789 1.568
H 2.557 0.396 1.444
H 3.291 1.141 3.015
H 2.364 -1.214 3.472
H 1.200 -0.046 4.429
H 0.638 -0.874 2.773
Pd 2.986 -2.854 -1.878
*
```

No. 9
Below is C9H14N as an isolated structure in a non-equilibrium geometry, with properties calculated with ωB97M-V/def2-TZVPD.

Calculated values
HOMO	-0.51060	Ha
LUMO level	-4.05	eV
energy relative to the best compared isomer or geometry (same formula, charge and spin)	546.4	kJ/mol
HOMO-LUMO gap	9.84	eV

```
! RIJCOSX wB97M-V def2-TZVPD def2/J DEFGRID3
* xyz 1 1
C -0.855 1.145 -1.133
C -0.617 0.550 0.049
C 3.198 -0.284 -0.603
C -3.295 -0.064 0.215
C -3.022 -0.103 1.660
C 2.044 0.824 -0.506
C 2.532 -1.551 0.008
C -2.365 0.840 0.779
C 0.942 0.134 0.063
N 1.255 -1.038 0.508
H -0.253 1.192 -2.057
H 3.471 -0.670 -1.680
H 4.258 -0.108 -0.105
H -1.879 1.553 -1.179
H -4.268 0.263 -0.139
H -3.566 0.015 2.607
H -2.380 -1.014 1.622
H 2.374 1.751 -0.058
H 1.745 1.226 -1.500
H 2.282 -2.256 -0.708
H 3.086 -1.884 0.834
H -2.363 1.989 0.926
H -2.848 -0.813 -0.441
H 0.526 -1.697 0.839
*
```